Entry 1:
{"formula": "C38H90N14O40", "method": "wB97M-V/def2-TZVPD", "species": ["C", "N", "O", "O", "H", "H", "H", "C", "N", "O", "O", "H", "H", "H", "C", "N", "O", "O", "H", "H", "H", "C", "N", "O", "O", "H", "H", "H", "C", "N", "O", "O", "H", "H", "H", "C", "N", "O", "O", "H", "H", "H", "C", "N", "O", "O", "H", "H", "H", "C", "N", "O", "O", "H", "H", "H", "C", "N", "O", "O", "H", "H", "H", "C", "N", "O", "O", "H", "H", "H", "C", "N", "O", "O", "H", "H", "H", "C", "N", "O", "O", "H", "H", "H", "C", "N", "O", "O", "H", "H", "H", "C", "N", "O", "O", "H", "H", "H", "O", "C", "O", "C", "C", "C", "H", "H", "H", "H", "H", "H", "H", "H", "O", "C", "O", "C", "C", "C", "H", "H", "H", "H", "H", "H", "H", "H", "O", "C", "O", "C", "C", "C", "H", "H", "H", "H", "H", "H", "H", "H", "O", "C", "O", "C", "C", "C", "H", "H", "H", "H", "H", "H", "H", "H", "O", "C", "O", "C", "C", "C", "H", "H", "H", "H", "H", "H", "H", "H", "O", "C", "O", "C", "C", "C", "H", "H", "H", "H", "H", "H", "H", "H"], "coordinates": [[-0.678, 2.168, 3.825], [-1.700, 1.887, 2.760], [-1.662, 2.562, 1.702], [-2.548, 1.035, 2.937], [-0.200, 3.028, 3.355], [0.038, 1.355, 3.944], [-1.242, 2.475, 4.706], [4.116, -0.557, -6.973], [4.987, -0.538, -5.838], [4.441, -0.357, -4.730], [6.190, -0.492, -5.930], [3.474, -1.431, -6.861], [4.820, -0.725, -7.787], [3.513, 0.344, -7.089], [-2.648, -1.888, -0.586], [-2.868, -1.435, -1.989], [-2.143, -1.871, -2.875], [-3.657, -0.515, -2.189], [-1.915, -2.695, -0.607], [-3.568, -2.176, -0.077], [-2.236, -0.995, -0.116], [1.195, -5.961, -1.690], [0.727, -5.296, -0.428], [0.456, -4.118, -0.442], [0.660, -5.965, 0.580], [2.088, -6.584, -1.634], [1.399, -5.167, -2.409], [0.436, -6.602, -2.137], [-5.135, 2.152, 0.755], [-5.334, 1.048, 1.764], [-5.804, 1.386, 2.851], [-5.026, -0.108, 1.468], [-5.748, 3.040, 0.914], [-5.258, 1.820, -0.276], [-4.112, 2.310, 1.096], [1.099, -1.437, 6.355], [-0.332, -0.978, 6.128], [-1.068, -1.735, 5.565], [-0.621, 0.185, 6.476], [1.014, -2.463, 6.713], [1.425, -0.826, 7.197], [1.615, -1.354, 5.398], [-2.054, -3.440, 8.496], [-1.516, -3.694, 9.846], [-2.244, -4.203, 10.668], [-0.321, -3.477, 10.095], [-1.303, -3.578, 7.718], [-2.440, -2.424, 8.583], [-2.898, -4.105, 8.310], [4.444, 1.565, 0.720], [3.828, 2.193, -0.461], [3.063, 3.117, -0.205], [4.041, 1.651, -1.505], [5.123, 2.352, 1.048], [4.951, 0.660, 0.385], [3.661, 1.307, 1.433], [-4.196, -1.857, 4.292], [-3.630, -3.151, 3.867], [-3.348, -3.936, 4.794], [-3.487, -3.348, 2.703], [-5.000, -1.545, 3.625], [-3.320, -1.209, 4.257], [-4.581, -1.947, 5.307], [0.893, 5.234, -0.187], [1.015, 5.143, -1.663], [0.538, 4.175, -2.200], [1.602, 6.093, -2.189], [0.041, 5.882, 0.019], [1.757, 5.748, 0.234], [0.690, 4.260, 0.258], [-0.812, -5.755, 3.665], [-0.049, -6.577, 4.609], [-0.312, -7.781, 4.670], [0.724, -6.019, 5.367], [-1.873, -5.870, 3.886], [-0.566, -6.105, 2.663], [-0.465, -4.743, 3.878], [-0.112, 6.183, -4.977], [-1.126, 7.036, -4.272], [-1.680, 7.920, -4.938], [-1.492, 6.629, -3.168], [0.868, 6.549, -4.671], [-0.305, 6.222, -6.049], [-0.138, 5.176, -4.561], [-0.502, -2.912, -5.616], [0.956, -2.696, -5.517], [1.266, -1.533, -5.355], [1.779, -3.574, -5.414], [-0.801, -3.427, -4.703], [-0.628, -3.577, -6.470], [-0.983, -1.971, -5.883], [2.914, -2.118, -2.502], [3.525, -2.557, -1.267], [3.626, -3.747, -1.133], [3.999, -1.718, -0.514], [3.488, -2.381, -3.391], [2.759, -1.039, -2.472], [1.962, -2.648, -2.464], [-5.651, -3.204, -0.630], [-5.613, -4.459, -0.425], [-6.518, -5.394, -0.711], [-7.775, -5.145, -1.362], [-8.386, -6.473, -1.967], [-4.377, -5.153, 0.113], [-7.551, -4.534, -2.236], [-8.467, -4.669, -0.667], [-9.280, -6.348, -2.578], [-8.557, -7.160, -1.138], [-7.659, -7.087, -2.498], [-4.025, -5.858, -0.640], [-4.525, -5.647, 1.074], [-3.598, -4.391, 0.136], [-1.082, 3.076, -6.049], [-0.998, 2.318, -5.097], [-1.488, 2.404, -3.893], [-2.553, 3.263, -3.560], [-2.960, 3.104, -2.081], [-0.155, 1.090, -5.262], [-3.347, 3.041, -4.273], [-2.360, 4.319, -3.748], [-3.849, 3.669, -1.801], [-2.146, 3.454, -1.446], [-3.192, 2.065, -1.848], [-0.772, 0.193, -5.318], [0.460, 0.983, -4.369], [0.513, 1.174, -6.120], [5.458, -0.536, 2.826], [4.940, -0.801, 3.895], [4.139, -1.806, 4.154], [3.724, -2.707, 3.057], [2.520, -3.558, 3.533], [4.999, 0.194, 5.072], [4.546, -3.408, 2.915], [3.539, -2.158, 2.134], [2.960, -4.338, 4.155], [1.924, -3.967, 2.717], [1.831, -3.025, 4.189], [4.143, 0.865, 4.985], [5.860, 0.861, 5.090], [5.026, -0.380, 5.998], [-1.835, 7.508, 3.826], [-1.491, 6.682, 2.977], [-0.215, 6.273, 2.732], [0.884, 6.780, 3.420], [1.821, 5.686, 3.840], [-2.519, 6.076, 2.048], [0.576, 7.410, 4.255], [1.405, 7.455, 2.741], [2.652, 6.082, 4.423], [2.143, 4.981, 3.074], [1.275, 5.046, 4.533], [-2.633, 6.805, 1.247], [-3.451, 5.931, 2.595], [-2.225, 5.102, 1.657], [0.903, -0.447, 2.870], [0.233, -0.872, 1.959], [0.150, -0.466, 0.754], [1.104, 0.373, 0.135], [0.483, 0.784, -1.239], [-0.795, -1.927, 2.141], [2.074, -0.054, -0.118], [1.265, 1.225, 0.796], [1.220, 1.431, -1.713], [-0.416, 1.361, -1.026], [0.387, -0.135, -1.817], [-1.784, -1.474, 2.081], [-0.687, -2.302, 3.159], [-0.721, -2.837, 1.545], [3.565, 2.834, -6.815], [4.068, 2.897, -5.694], [5.387, 3.040, -5.444], [6.319, 2.956, -6.526], [6.468, 4.207, -7.408], [3.277, 3.030, -4.403], [6.104, 2.126, -7.198], [7.233, 2.688, -5.995], [7.477, 4.271, -7.815], [6.342, 5.159, -6.893], [5.692, 4.340, -8.162], [3.134, 2.021, -4.016], [2.277, 3.380, -4.659], [3.637, 3.747, -3.665]], "homo_lumo_gap_ha": 0.3460, "lumo_ha": -0.0228, "max_force_ev_per_a": 4.75, "total_energy_ha": -5276.75913}

---

Entry 2:
{"formula": "C38H90N2O13Si", "method": "wB97M-V/def2-TZVPD", "species": ["C", "C", "N", "C", "C", "N", "C", "C", "C", "C", "C", "C", "O", "O", "C", "C", "C", "C", "C", "C", "C", "C", "Si", "C", "C", "C", "C", "C", "C", "C", "C", "C", "C", "O", "H", "H", "H", "H", "H", "H", "H", "H", "H", "H", "H", "H", "H", "H", "H", "H", "H", "H", "H", "H", "H", "H", "H", "H", "H", "H", "H", "H", "H", "H", "H", "H", "H", "H", "H", "H", "H", "H", "H", "H", "H", "H", "H", "H", "H", "H", "H", "H", "H", "H", "C", "O", "H", "H", "H", "H", "C", "O", "H", "H", "H", "H", "C", "O", "H", "H", "H", "H", "C", "O", "H", "H", "H", "H", "C", "O", "H", "H", "H", "H", "C", "O", "H", "H", "H", "H", "C", "O", "H", "H", "H", "H", "C", "O", "H", "H", "H", "H", "C", "O", "H", "H", "H", "H", "C", "O", "H", "H", "H", "H"], "coordinates": [[-5.237, 4.493, 3.637], [-4.071, 3.643, 3.160], [-4.209, 3.260, 1.735], [-5.125, 2.050, 1.656], [-6.343, 2.243, 0.747], [-6.298, 1.891, -0.681], [-5.230, 2.564, -1.428], [-5.792, 3.160, -2.718], [-4.722, 3.647, -3.692], [-3.648, 2.597, -4.028], [-4.055, 4.953, -3.266], [-6.400, 0.493, -0.948], [-7.243, 0.104, -1.704], [-5.620, -0.442, -0.308], [-4.868, -1.307, -1.185], [-3.428, -0.857, -1.469], [-2.356, -1.856, -0.982], [-1.104, -1.093, -0.533], [0.205, -1.794, -0.857], [1.370, -0.981, -0.250], [1.670, 0.301, -1.020], [2.193, 1.401, -0.092], [2.665, 3.001, -0.976], [2.274, 2.792, -2.817], [4.507, 3.357, -0.883], [1.640, 4.486, -0.416], [0.755, 4.469, 0.644], [0.010, 5.579, 0.971], [0.159, 6.723, 0.230], [1.054, 6.779, -0.809], [1.794, 5.665, -1.127], [-2.877, 2.852, 1.361], [-2.322, 3.342, 0.055], [-2.184, 2.180, 2.088], [-4.867, 5.138, 4.429], [-5.587, 5.157, 2.856], [-6.051, 3.916, 4.062], [-3.937, 2.781, 3.813], [-3.166, 4.235, 3.256], [-5.512, 1.908, 2.663], [-4.529, 1.170, 1.447], [-6.533, 3.313, 0.780], [-7.213, 1.784, 1.200], [-4.805, 3.374, -0.852], [-4.466, 1.849, -1.711], [-6.440, 2.442, -3.210], [-6.390, 4.027, -2.447], [-5.232, 3.867, -4.627], [-2.732, 2.851, -3.494], [-3.386, 2.580, -5.077], [-3.916, 1.601, -3.689], [-3.273, 5.173, -3.990], [-3.575, 4.898, -2.294], [-4.761, 5.774, -3.337], [-4.810, -2.261, -0.675], [-5.404, -1.488, -2.111], [-3.283, 0.061, -0.915], [-3.313, -0.653, -2.529], [-2.088, -2.503, -1.811], [-2.738, -2.432, -0.146], [-1.195, -0.828, 0.505], [-1.111, -0.179, -1.116], [0.316, -1.942, -1.928], [0.207, -2.775, -0.384], [1.061, -0.700, 0.755], [2.247, -1.616, -0.160], [2.426, 0.056, -1.762], [0.786, 0.614, -1.568], [1.460, 1.541, 0.703], [3.086, 0.986, 0.377], [2.529, 3.731, -3.301], [1.193, 2.708, -2.909], [2.794, 1.959, -3.270], [4.690, 4.324, -1.346], [4.890, 3.373, 0.132], [5.042, 2.609, -1.463], [0.633, 3.549, 1.198], [-0.695, 5.526, 1.785], [-0.431, 7.598, 0.448], [1.192, 7.676, -1.389], [2.498, 5.699, -1.943], [-2.494, 2.645, -0.753], [-1.254, 3.439, 0.172], [-2.760, 4.301, -0.196], [-6.025, 0.278, 5.244], [-6.926, 1.030, 6.043], [-6.569, -0.110, 4.385], [-5.211, 0.922, 4.892], [-5.614, -0.558, 5.816], [-6.426, 1.365, 6.794], [4.433, -2.768, -1.894], [3.194, -3.078, -2.530], [4.609, -1.698, -1.973], [4.386, -3.050, -0.838], [5.246, -3.303, -2.386], [3.062, -4.026, -2.445], [2.426, -4.652, 0.666], [3.282, -5.655, 0.120], [2.265, -3.893, -0.096], [1.466, -5.091, 0.948], [2.898, -4.195, 1.539], [3.415, -6.327, 0.794], [6.615, -5.796, -3.246], [6.936, -4.466, -3.644], [5.846, -5.738, -2.480], [6.233, -6.372, -4.093], [7.493, -6.299, -2.832], [7.615, -4.518, -4.320], [2.706, -8.224, 3.694], [3.302, -7.634, 2.542], [3.011, -7.645, 4.562], [1.617, -8.206, 3.618], [3.045, -9.255, 3.817], [3.024, -8.160, 1.778], [-4.142, 0.568, 9.376], [-4.686, 1.134, 8.185], [-4.920, 0.579, 10.134], [-3.826, -0.463, 9.203], [-3.292, 1.156, 9.728], [-3.995, 1.124, 7.516], [7.416, -1.020, -2.296], [6.825, -0.026, -1.448], [6.697, -1.279, -3.068], [8.322, -0.629, -2.760], [7.651, -1.913, -1.711], [7.466, 0.193, -0.768], [3.458, -9.783, -0.884], [2.642, -8.696, -0.448], [2.956, -10.708, -0.613], [3.589, -9.754, -1.968], [4.437, -9.753, -0.400], [3.090, -7.879, -0.693], [9.801, 0.466, -5.235], [10.159, 0.207, -3.879], [9.903, -0.463, -5.789], [8.766, 0.811, -5.303], [10.462, 1.217, -5.673], [10.067, 1.033, -3.397], [0.831, -2.136, 3.413], [-0.368, -1.840, 2.707], [1.002, -3.208, 3.345], [1.683, -1.611, 2.969], [0.743, -1.856, 4.466], [-0.516, -0.890, 2.766]], "smiles": "CCN(CCN(CCC(C)C)C(=O)OCCCCCCCC[Si](C)(C)c1ccccc1)C(C)=O.CO.CO.CO.CO.CO.CO.CO.CO.CO.CO", "homo_lumo_gap_ha": 0.3361, "lumo_ha": 0.0155, "max_force_ev_per_a": 1.80, "total_energy_ha": -2878.82317}